(1)
The following is a quantum chemistry calculation of a 10-piece molecular cluster, C15H34Cl18NO5P3 overall at a distorted geometry, from the Open Molecules 2025 dataset.

As for the relative energy (zero: lowest compared OMol25 entry of this formula, charge and spin): 6.150 eV. Its LUMO energy is -0.0370 Ha. Its molar mass is 1039.515 g/mol. Its SMILES is CCCC[C@H](OC(=O)[PH2]=N)PP(=O)(O)O.ClCCl.ClCCl.ClCCl.ClCCl.ClCCl.ClCCl.ClCCl.ClCCl.ClCCl. The value obtained for the HOMO-LUMO gap is 7.9 eV.

Positions of all 76 atoms, in Å:
1 Cl -4.033 0.209 -2.033
2 Cl 1.914 3.369 -6.153
3 Cl 6.782 4.379 0.570
4 Cl -4.839 3.220 2.164
5 Cl -6.257 -0.537 -3.764
6 Cl -4.304 -2.198 1.231
7 Cl 8.756 2.640 1.826
8 Cl -2.115 0.251 0.891
9 Cl -3.193 0.345 -5.682
10 Cl -0.168 -2.025 8.313
11 Cl -2.392 -2.770 6.582
12 Cl 3.866 4.276 -4.187
13 Cl -1.793 2.667 -6.753
14 Cl -0.218 2.016 -1.681
15 Cl -5.839 0.239 0.779
16 Cl -2.615 3.966 3.896
17 Cl -2.487 0.078 3.778
18 Cl -1.719 3.239 0.499
19 P 4.056 -0.966 1.056
20 P 1.948 -1.060 -3.268
21 P 1.413 -1.707 -1.256
22 O 3.173 -0.015 -3.311
23 O 0.556 -0.132 -3.866
24 O 2.191 -2.350 -4.413
25 O 3.725 -3.339 -0.799
26 O 5.107 -1.487 -1.485
27 N 4.991 0.390 0.956
28 C -5.420 0.796 -2.959
29 C -1.556 -1.438 7.388
30 C 1.825 -3.914 0.733
31 C -5.892 -1.527 0.839
32 C 2.257 -3.340 -0.746
33 C 7.687 2.867 0.436
34 C -0.959 3.502 -1.076
35 C 0.301 -3.533 3.011
36 C 3.433 2.998 -5.329
37 C 4.303 -2.016 -0.520
38 C 0.710 -2.992 1.518
39 C -0.818 -2.492 3.637
40 C -1.723 0.923 -6.476
41 C -2.697 1.083 2.338
42 C -4.002 4.553 2.970
43 H -6.116 1.294 -2.279
44 H -4.698 5.051 3.649
45 H -0.864 0.698 -5.840
46 H 2.771 -4.146 1.422
47 H 6.982 2.033 0.389
48 H -1.877 -2.978 3.809
49 H 1.121 -1.901 1.638
50 H 1.307 -4.977 0.572
51 H -0.187 4.269 -0.975
52 H -0.019 -1.991 -1.330
53 H -5.070 1.504 -3.713
54 H 2.688 -0.496 1.064
55 H -3.759 1.311 2.215
56 H -6.607 -1.836 1.605
57 H 1.261 -3.497 3.718
58 H -3.652 5.261 2.215
59 H 4.334 1.227 0.962
60 H -2.251 -0.940 8.067
61 H -0.389 -1.948 4.596
62 H 1.894 -4.160 -1.535
63 H -0.954 -1.628 2.824
64 H 4.227 2.902 -6.073
65 H 2.955 -2.943 -4.118
66 H -1.206 -0.729 6.633
67 H -2.133 2.010 2.466
68 H -0.265 -3.013 0.865
69 H -6.207 -1.907 -0.136
70 H -1.614 0.414 -7.437
71 H -0.130 -4.624 2.943
72 H 8.289 2.893 -0.475
73 H 3.321 2.057 -4.785
74 H 0.227 0.470 -3.110
75 H 4.383 -1.684 2.286
76 H -1.719 3.835 -1.787

***

(2)
The following is a quantum chemistry calculation of an isolated ion of composition NO5S and charge -1 at a distorted geometry, from the Open Molecules 2025 dataset.

As for the relative energy (zero: lowest compared OMol25 entry of this formula, charge and spin): 1.288 eV. Its LUMO energy is 0.1424 Ha. Its molar mass is 126.069 g/mol. The total charge is -1. The value obtained for the HOMO-LUMO gap is 9.7 eV.

Positions of all 7 atoms, in Å:
1 S 0.908 0.370 1.397
2 O 1.254 1.764 1.439
3 O -1.526 -0.943 0.061
4 O 0.191 0.190 -0.538
5 O 2.176 -0.395 1.336
6 O -1.360 -0.065 -2.013
7 N -0.916 -0.304 -0.839

***

(3)
The following is a quantum chemistry calculation of C4F7NO in the gas phase at a distorted geometry, from the Open Molecules 2025 dataset.

As for the relative energy (zero: lowest compared OMol25 entry of this formula, charge and spin): 0.000 eV. Its LUMO energy (spin up / spin down) is -0.0471 / -0.0471 Ha. Its molar mass is 211.036 g/mol. Its SMILES is O=NC1(F)C(F)(F)C(F)(F)C1(F)F. The value obtained for the HOMO-LUMO gap (spin up / spin down) is 8.9 / 8.9 eV.

Positions of all 13 atoms, in Å:
1 F -0.265 2.198 0.553
2 F -0.298 -1.484 -1.348
3 F -2.221 0.133 -0.968
4 F -1.997 -0.037 1.200
5 F -0.050 1.290 -1.389
6 F 1.191 0.087 1.677
7 F -0.532 -2.079 0.819
8 O 3.120 -0.174 -0.161
9 N 2.028 0.087 -0.550
10 C 0.919 0.050 0.333
11 C -0.203 1.054 -0.118
12 C -1.346 0.007 0.020
13 C -0.345 -1.132 -0.068

***

(4)
The following is a quantum chemistry calculation of C14H42O8V as an isolated structure at a distorted geometry, from the Open Molecules 2025 dataset.

Its LUMO energy (spin up / spin down) is -0.0168 / -0.0218 Ha. Its molar mass is 389.426 g/mol. Its spin multiplicity is 4. The value obtained for the HOMO-LUMO gap (spin up / spin down) is 8.0 / 8.3 eV.

Positions of all 65 atoms, in Å:
1 V -1.216 2.302 1.733
2 O 0.104 0.601 1.313
3 O -3.177 -5.152 -0.940
4 O 0.666 -0.184 3.866
5 O 3.011 1.462 0.181
6 O 4.008 1.515 -2.464
7 O -2.485 2.943 0.148
8 O 0.014 4.010 -1.934
9 O -2.931 1.398 2.778
10 C -2.597 -2.871 -1.635
11 C 3.070 0.655 -3.069
12 C 3.797 0.282 0.440
13 C 0.097 3.017 -4.217
14 C 1.682 -2.382 3.693
15 C 0.687 -1.479 4.417
16 C -3.163 -3.784 -0.557
17 C -0.476 3.021 -2.812
18 C -0.118 -0.239 0.204
19 C 3.679 -0.002 -4.288
20 C -3.399 -0.911 2.214
21 C -2.756 0.033 3.218
22 C -3.585 2.341 -0.479
23 C 3.997 0.090 1.947
24 H -4.258 -0.366 1.810
25 H -3.106 -2.915 -2.598
26 H -0.336 -1.884 4.339
27 H -3.201 1.590 -1.186
28 H -1.566 3.111 -2.878
29 H 3.142 0.336 2.579
30 H -0.180 2.200 -4.879
31 H -1.543 -3.096 -1.811
32 H 0.793 -0.556 -0.318
33 H 4.702 0.882 2.237
34 H -4.323 1.938 0.221
35 H 2.931 -0.520 -4.891
36 H 2.146 1.158 0.510
37 H 1.434 -2.405 2.631
38 H 3.246 -0.565 0.021
39 H -0.759 0.282 -0.522
40 H 4.089 0.781 -4.931
41 H -3.782 -1.823 2.671
42 H 0.539 -0.221 2.893
43 H -0.458 2.040 -2.317
44 H -1.682 -0.107 3.366
45 H -2.521 -3.685 0.325
46 H 3.606 1.892 -1.665
47 H -2.698 -1.838 -1.289
48 H -3.804 1.686 3.062
49 H 1.750 -3.376 4.146
50 H -4.179 -3.492 -0.305
51 H 2.759 -0.145 -2.386
52 H -4.049 3.078 -1.147
53 H 2.161 1.187 -3.363
54 H -2.296 -5.436 -1.197
55 H 4.461 -0.839 2.273
56 H -0.222 3.917 -4.751
57 H 2.721 -2.058 3.793
58 H 0.872 3.690 -1.633
59 H 4.454 -0.729 -4.050
60 H -2.807 -1.192 1.344
61 H 0.911 -1.491 5.486
62 H 1.184 3.098 -4.122
63 H -0.683 -1.119 0.544
64 H 4.776 0.409 -0.011
65 H -3.132 -0.086 4.239

***

(5)
The following is a quantum chemistry calculation of a 9-piece molecular cluster, C51H115N9O9 overall at a distorted geometry, from the Open Molecules 2025 dataset.

Its LUMO energy (spin up / spin down) is -0.0882 / -0.2294 Ha. Its molar mass is 998.535 g/mol. Its spin multiplicity is 2. The total charge is +1. The value obtained for the HOMO-LUMO gap (spin up / spin down) is 6.7 / 2.8 eV.

Positions of all 184 atoms, in Å:
1 O 4.816 0.333 -1.097
2 O 5.409 -2.238 -2.871
3 O -1.233 5.194 5.540
4 O 1.961 1.325 -5.930
5 O -4.280 -2.116 4.864
6 O -1.227 -2.945 0.819
7 O -1.296 -0.180 0.054
8 O -3.056 0.219 -2.883
9 O 1.906 2.099 -2.968
10 N 0.655 -0.486 -0.928
11 N -5.425 -1.824 4.116
12 N -0.016 -3.371 0.988
13 N 3.613 -2.759 -4.337
14 N 0.005 1.488 -0.850
15 N 3.332 -1.948 -2.340
16 N 5.418 0.618 0.110
17 N 1.555 0.158 -6.477
18 N -1.666 4.312 4.550
19 C 2.121 -0.145 -7.823
20 C -0.327 -1.411 -6.782
21 C -1.776 3.035 2.001
22 C 4.243 -2.428 -3.181
23 C 4.527 0.963 1.171
24 C -6.905 -3.191 5.559
25 C 3.503 -0.158 1.506
26 C -3.693 5.529 4.102
27 C 1.687 -1.607 -8.344
28 C -4.480 0.430 3.680
29 C 1.816 -3.976 2.672
30 C 0.131 -0.068 -6.135
31 C -0.361 0.242 -0.584
32 C -0.746 1.085 -6.737
33 C 0.302 -4.462 0.058
34 C -1.861 6.011 2.539
35 C -0.934 2.400 3.147
36 C 1.834 4.408 -3.570
37 C -6.726 -1.819 4.941
38 C -0.747 -5.656 0.147
39 C 1.757 -4.882 0.404
40 C -0.444 3.515 4.095
41 C 2.516 3.348 -2.705
42 C 0.342 -3.425 2.490
43 C 6.598 -1.451 0.365
44 C 0.015 -0.226 -4.594
45 C -2.944 3.826 2.535
46 C -3.787 1.337 -2.431
47 C 6.469 0.510 2.842
48 C -5.147 1.071 -1.636
49 C 7.422 0.534 1.610
50 C -6.687 -0.776 6.054
51 C 2.074 -5.237 1.894
52 C 1.797 0.903 -8.992
53 C -7.735 -0.286 3.226
54 C 7.737 0.470 -0.842
55 C 5.292 1.462 2.412
56 C 3.626 -0.313 -7.609
57 C -5.205 -0.809 3.051
58 C 0.115 2.727 5.386
59 C 3.711 2.176 0.722
60 C -0.616 -4.228 3.415
61 C -2.437 4.957 3.440
62 C 0.784 4.279 3.442
63 C -4.372 -1.575 1.973
64 C 0.436 -2.016 3.057
65 C -6.534 -0.478 2.386
66 C 6.839 0.078 0.326
67 C 0.403 -3.971 -1.386
68 C -7.922 -1.587 4.084
69 C 0.209 -1.740 -8.155
70 H -1.152 5.675 1.782
71 H -3.422 0.331 3.434
72 H -1.802 0.864 -6.580
73 H 2.180 4.399 -4.603
74 H 4.533 1.637 3.175
75 H 6.399 -1.895 -0.610
76 H -0.316 -6.636 -0.062
77 H -6.758 0.300 5.898
78 H 2.073 1.827 -3.873
79 H -1.576 4.888 6.383
80 H -8.574 -0.029 2.579
81 H 2.648 0.201 2.079
82 H -3.606 -2.236 2.377
83 H -0.045 -2.745 -8.492
84 H 6.959 0.643 3.807
85 H -4.838 1.271 3.087
86 H 7.728 1.540 -1.049
87 H -2.692 -0.276 -2.145
88 H -2.127 2.301 1.276
89 H 7.491 -2.003 0.658
90 H -8.171 -2.398 3.400
91 H -0.739 -0.941 -4.264
92 H -7.780 -3.273 6.204
93 H -1.234 -5.919 1.086
94 H -6.687 -1.178 1.564
95 H -7.380 -0.994 6.867
96 H -6.373 0.518 1.973
97 H -4.185 -3.045 4.643
98 H -4.062 1.680 -3.428
99 H -4.886 -2.119 1.180
100 H -3.743 -0.836 1.476
101 H 0.582 -1.831 4.122
102 H -4.320 4.748 4.531
103 H -5.043 0.761 -0.596
104 H 1.401 -6.054 2.152
105 H 2.970 1.806 0.014
106 H 8.727 0.061 -0.639
107 H 3.966 -1.097 -6.932
108 H 5.839 -1.824 1.052
109 H -1.297 6.710 3.157
110 H 0.393 3.436 6.165
111 H 8.213 -0.110 1.995
112 H 0.784 4.123 -3.642
113 H 1.390 -0.074 -1.484
114 H -7.736 0.543 3.934
115 H 0.695 -4.783 -2.052
116 H 4.052 -2.983 -5.219
117 H -1.566 1.674 3.660
118 H -0.499 -1.498 2.840
119 H 2.328 0.809 -9.939
120 H 3.585 -1.302 -1.605
121 H -3.651 4.141 1.767
122 H 0.539 -1.413 -0.543
123 H -0.866 -5.215 3.025
124 H 0.923 -0.643 -4.160
125 H -4.669 0.594 4.741
126 H -2.670 6.572 2.073
127 H 1.843 -1.802 -9.405
128 H -5.650 2.028 -1.499
129 H -0.561 2.201 -0.414
130 H 1.367 4.802 4.200
131 H 4.118 -0.626 -8.531
132 H -1.412 -1.394 -6.877
133 H 3.594 3.501 -2.753
134 H -6.208 -3.345 6.383
135 H -1.127 -2.006 0.645
136 H -8.828 -1.462 4.676
137 H 2.374 3.554 -1.644
138 H 1.161 -1.380 2.550
139 H 1.022 -3.076 -1.444
140 H -0.607 2.027 5.809
141 H -0.199 1.792 2.621
142 H -1.519 -3.672 3.667
143 H 5.773 2.439 2.372
144 H 1.538 1.975 -6.496
145 H -3.312 6.333 4.732
146 H -0.072 -2.295 -6.197
147 H 1.959 -4.213 3.726
148 H 1.461 3.637 2.879
149 H 2.582 -4.309 -0.019
150 H 4.820 1.197 -1.515
151 H -6.813 -3.977 4.809
152 H -3.108 2.054 -1.969
153 H -1.133 3.576 1.306
154 H 2.591 -3.235 2.475
155 H 0.011 0.740 -4.088
156 H 1.017 2.163 5.147
157 H -4.317 5.888 3.283
158 H 4.101 0.650 -7.423
159 H 2.019 1.877 -8.557
160 H 3.068 -5.665 2.023
161 H 0.552 5.059 2.717
162 H 2.630 -2.532 -4.392
163 H 2.127 -2.436 -7.791
164 H 1.968 -5.855 -0.041
165 H -5.723 0.238 -2.040
166 H -0.613 -3.628 -1.583
167 H 4.273 2.845 0.070
168 H -0.212 -4.457 4.401
169 H -0.440 2.127 -6.648
170 H -0.757 0.985 -7.822
171 H 3.930 -0.999 2.054
172 H -3.518 3.105 3.117
173 H 0.743 0.766 -9.233
174 H 3.136 2.698 1.487
175 H 2.004 5.407 -3.169
176 H 3.144 -0.516 0.541
177 H -0.315 -1.055 -8.821
178 H -5.775 -0.830 6.649
179 H 0.843 1.553 -1.411
180 H 7.477 -0.083 -1.744
181 H -1.451 -5.450 -0.659
182 H 7.857 1.531 1.542
183 H 5.906 -0.415 2.965
184 H 2.334 -1.996 -2.484

***

(6)
The following is a quantum chemistry calculation of C28H43IIrN8O as an isolated structure, from the Open Molecules 2025 dataset.

As for the relative energy (zero: lowest compared OMol25 entry of this formula, charge and spin): 0.173 eV. Its LUMO energy (spin up / spin down) is -0.4359 / -0.5115 Ha. Its molar mass is 826.828 g/mol. Its spin multiplicity is 2. The total charge is +4. The value obtained for the HOMO-LUMO gap (spin up / spin down) is 6.9 / 4.8 eV.

Positions of all 82 atoms, in Å:
1 Ir 0.847 0.544 -0.559
2 I 0.995 3.764 -5.589
3 O 2.665 -0.607 -0.433
4 N -0.037 -3.410 -1.437
5 N 0.539 0.406 1.446
6 N 0.295 1.625 3.486
7 N 1.224 0.651 -2.629
8 N -0.241 -1.223 -0.535
9 N -1.065 -1.776 -2.697
10 N 1.478 2.494 1.687
11 N -0.832 1.788 -0.688
12 C -2.737 0.788 0.574
13 C -3.793 0.943 1.463
14 C -1.275 -2.760 1.091
15 C 1.104 -3.807 -0.613
16 C -1.884 1.857 0.351
17 C -1.039 1.173 3.902
18 C 2.297 2.247 0.543
19 C 1.762 -0.392 -3.290
20 C -0.845 -2.454 -3.989
21 C 1.031 1.800 -3.307
22 C -2.066 3.068 1.000
23 C -3.125 3.214 1.889
24 C 1.036 2.354 4.535
25 C 2.117 -0.311 -4.622
26 C 1.311 3.906 2.093
27 C 0.064 -0.825 1.827
28 C 1.343 1.957 -4.649
29 C 3.360 -1.079 0.772
30 C -0.497 -1.623 0.747
31 C 0.125 -1.377 3.114
32 C -0.766 -4.555 -2.019
33 C -1.300 -3.204 2.378
34 C -0.449 -2.153 -1.584
35 C -2.035 -0.680 -2.751
36 C 0.765 1.488 2.256
37 C -3.990 2.153 2.118
38 C -0.526 -2.554 3.383
39 C 1.906 0.871 -5.317
40 H -0.223 -5.005 -2.848
41 H -1.700 -3.068 -4.268
42 H 2.064 2.527 4.229
43 H 3.134 -0.413 1.601
44 H -4.482 0.124 1.625
45 H 0.783 -4.500 0.164
46 H 1.553 -2.934 -0.158
47 H 3.317 -0.367 -1.105
48 H -1.757 -4.250 -2.342
49 H -1.887 -4.074 2.641
50 H -1.431 3.921 0.776
51 H -2.768 -0.752 -1.952
52 H 1.839 -4.309 -1.244
53 H 2.563 -1.167 -5.112
54 H 3.033 1.464 0.670
55 H 2.821 3.159 0.254
56 H 0.678 -0.872 3.892
57 H 1.249 4.517 1.193
58 H -4.830 2.275 2.789
59 H -2.613 -0.143 0.039
60 H -3.294 4.168 2.371
61 H 0.386 4.017 2.650
62 H -0.489 2.746 -0.764
63 H 2.182 0.950 -6.362
64 H -1.834 -3.284 0.328
65 H -0.867 -5.302 -1.232
66 H -1.599 0.785 3.057
67 H -0.971 0.426 4.692
68 H -0.713 -1.680 -4.743
69 H -1.525 0.281 -2.744
70 H 0.625 2.639 -2.755
71 H -2.566 -0.749 -3.696
72 H -1.563 2.043 4.299
73 H 1.917 -1.301 -2.723
74 H 3.035 -2.086 1.001
75 H 0.052 -3.063 -3.951
76 H -0.475 -2.985 4.375
77 H -1.294 1.622 -1.580
78 H 1.716 2.144 -0.494
79 H 0.550 3.296 4.784
80 H 1.041 1.725 5.425
81 H 4.430 -1.078 0.577
82 H 2.149 4.254 2.694